Record 1
Below is 5 unconnected molecules or ions with the total composition C35H63O17P in a non-equilibrium geometry, with properties calculated with ωB97M-V with the def2-TZVPD basis set.

Last column: Löwdin charge in e.
Atoms and positions in Å:
C  9.100  0.355  1.991  -0.14
O  9.245  0.425  0.528  -0.28
C  8.777  -0.826  -0.123  -0.23
C  7.195  -0.715  -0.655  -0.17
C  6.673  -2.222  -1.156  -0.21
C  5.644  -2.154  -2.435  -0.21
C  4.422  -3.281  -2.369  -0.21
C  4.914  -4.735  -1.793  -0.22
C  3.679  -5.849  -1.657  -0.22
C  2.267  -5.173  -1.172  -0.24
C  1.175  -6.214  -0.532  -0.27
C  -0.397  -5.840  -0.836  -0.37
P  -0.926  -4.083  -0.307  1.00
C  -0.587  -3.950  1.600  -0.30
O  -0.878  -2.520  1.938  -0.29
O  -0.973  -2.359  3.227  -0.08
O  0.066  -2.833  -1.001  -0.33
C  -0.712  -1.867  -1.790  -0.31
O  -0.267  -1.610  -3.050  -0.03
C  -2.027  -1.024  -1.290  -0.08
C  -1.997  0.114  -0.068  0.00
C  -3.383  0.955  0.335  -0.05
C  -4.824  0.710  -0.436  -0.07
C  -4.830  -0.427  -1.643  -0.07
C  -3.473  -1.299  -2.084  0.00
H  8.977  1.475  2.384  0.11
H  8.067  -0.201  2.209  0.10
H  10.012  -0.195  2.513  0.11
H  8.843  -1.682  0.707  0.13
H  9.502  -1.182  -0.987  0.12
H  6.569  -0.313  0.270  0.11
H  7.126  0.089  -1.523  0.12
H  6.222  -2.730  -0.201  0.11
H  7.659  -2.759  -1.556  0.12
H  5.088  -1.101  -2.351  0.11
H  6.206  -2.135  -3.465  0.11
H  3.555  -2.772  -1.766  0.11
H  4.076  -3.437  -3.495  0.12
H  5.460  -4.703  -0.758  0.10
H  5.717  -5.153  -2.571  0.12
H  3.580  -6.476  -2.663  0.12
H  4.060  -6.620  -0.830  0.11
H  1.788  -4.640  -2.099  0.12
H  2.529  -4.379  -0.345  0.11
H  1.389  -6.337  0.635  0.11
H  1.410  -7.280  -1.012  0.11
H  -1.044  -6.653  -0.249  0.10
H  -0.616  -6.058  -1.986  0.11
H  0.591  -4.079  1.732  0.11
H  -1.208  -4.712  2.234  0.12
H  -0.446  -3.088  3.669  0.11
H  -0.989  0.369  0.507  0.11
H  -3.282  1.778  1.192  0.09
H  -5.792  1.340  -0.146  0.09
H  -5.856  -0.595  -2.224  0.09
H  -3.551  -2.077  -2.985  0.11
C  -1.740  6.073  4.669  -0.07
C  -3.222  6.348  4.482  -0.22
O  -3.498  6.749  3.134  0.02
C  -3.561  5.746  2.224  -0.55
O  -3.413  4.555  2.455  0.10
O  -3.790  6.295  1.006  -0.01
C  -3.795  5.351  -0.062  -0.05
H  -1.145  6.932  4.341  0.08
H  -1.514  5.863  5.718  0.08
H  -1.418  5.216  4.069  0.08
H  -3.521  7.179  5.128  0.12
H  -3.833  5.483  4.766  0.13
H  -4.485  4.526  0.139  0.09
H  -2.781  4.975  -0.231  0.10
H  -4.129  5.865  -0.968  0.10
C  -8.310  7.820  9.261  -0.07
C  -9.196  7.505  8.069  -0.22
O  -8.935  8.409  6.988  0.02
C  -7.831  8.138  6.250  -0.55
O  -7.063  7.203  6.420  0.10
O  -7.710  9.101  5.303  -0.01
C  -6.534  8.982  4.504  -0.05
H  -8.405  8.873  9.544  0.08
H  -8.577  7.195  10.118  0.08
H  -7.255  7.649  9.026  0.07
H  -10.246  7.641  8.350  0.12
H  -9.083  6.464  7.744  0.12
H  -6.449  7.982  4.069  0.09
H  -5.651  9.220  5.105  0.10
H  -6.604  9.707  3.689  0.10
C  -10.638  -4.488  -4.576  -0.07
C  -9.487  -5.279  -3.981  -0.22
O  -8.498  -4.400  -3.429  0.02
C  -8.786  -3.886  -2.209  -0.55
O  -9.792  -4.111  -1.552  0.11
O  -7.775  -3.054  -1.853  -0.02
C  -7.993  -2.377  -0.617  -0.05
H  -10.268  -3.748  -5.293  0.08
H  -11.343  -5.152  -5.083  0.08
H  -11.181  -3.937  -3.802  0.08
H  -8.994  -5.854  -4.773  0.12
H  -9.834  -5.998  -3.230  0.12
H  -8.232  -3.080  0.186  0.10
H  -8.791  -1.637  -0.735  0.10
H  -7.071  -1.852  -0.351  0.07
C  11.968  1.608  -4.136  -0.07
C  11.112  0.566  -3.437  -0.22
O  10.340  -0.179  -4.388  0.02
C  11.007  -1.157  -5.048  -0.55
O  12.183  -1.455  -4.897  0.10
O  10.150  -1.732  -5.928  -0.01
C  10.750  -2.729  -6.752  -0.05
H  11.353  2.239  -4.785  0.08
H  12.482  2.240  -3.407  0.08
H  12.722  1.137  -4.775  0.08
H  10.400  1.067  -2.773  0.12
H  11.717  -0.104  -2.815  0.12
H  11.271  -3.482  -6.152  0.10
H  11.437  -2.259  -7.464  0.10
H  9.956  -3.227  -7.315  0.09

- lowest unoccupied orbital energy (Ha) = -0.0099
- energy (eV) = -81393.9821
- E_HOMO (eV) = -8.49
- HOMO-LUMO gap (eV) = 8.22
- 2S+1 = 1
- SMILES = COCCCCCCCCCCP(COO)OC(=O)c1ccccc1.CCOC(=O)OC.CCOC(=O)OC.CCOC(=O)OC.CCOC(=O)OC

=====

Record 2
Below is 4 unconnected molecules or ions with the total composition C35H65N3O5, with properties calculated with ωB97M-V with the def2-TZVPD basis set.

Last column: Löwdin charge in e.
Atoms and positions in Å:
C  7.180  -3.359  2.557  -0.06
C  6.663  -2.010  3.080  -0.26
O  7.314  -0.868  2.556  -0.14
C  7.267  -0.689  1.158  -0.19
C  5.881  -0.577  0.556  -0.19
O  5.385  0.737  0.766  -0.12
C  4.019  0.797  1.109  -0.19
C  3.114  0.463  -0.071  -0.18
O  1.747  0.397  0.291  -0.16
C  1.404  -0.644  1.192  -0.14
C  0.230  -1.408  0.627  -0.11
C  0.262  -1.746  -0.725  0.00
C  -0.768  -2.454  -1.322  -0.04
C  -1.872  -2.839  -0.571  -0.01
C  -1.936  -2.491  0.768  -0.10
C  -0.888  -1.783  1.380  -0.04
C  -1.012  -1.511  2.840  -0.33
O  -0.059  -1.386  3.578  0.10
C  -2.395  -1.458  3.390  0.03
C  -3.381  -2.144  2.815  0.03
C  -3.116  -2.919  1.575  -0.36
O  -3.800  -3.871  1.263  0.11
H  7.664  -3.914  3.360  0.07
H  7.917  -3.239  1.766  0.06
H  6.360  -3.977  2.190  0.07
H  5.579  -1.936  2.931  0.10
H  6.824  -1.948  4.155  0.12
H  7.823  -1.469  0.625  0.11
H  7.779  0.256  0.971  0.13
H  5.945  -0.795  -0.517  0.13
H  5.192  -1.307  0.993  0.11
H  3.811  1.822  1.416  0.13
H  3.821  0.151  1.974  0.12
H  3.196  1.273  -0.798  0.13
H  3.418  -0.461  -0.580  0.12
H  1.181  -0.239  2.177  0.12
H  2.240  -1.343  1.321  0.14
H  1.114  -1.424  -1.311  0.12
H  -0.723  -2.713  -2.371  0.11
H  -2.684  -3.409  -1.001  0.13
H  -2.530  -0.932  4.327  0.12
H  -4.375  -2.220  3.237  0.12
C  2.153  -7.854  1.999  -0.09
C  1.088  -7.149  2.825  -0.28
N  1.099  -5.709  2.649  -0.19
C  0.326  -4.987  3.645  -0.24
C  -1.191  -5.208  3.679  -0.06
C  0.955  -5.245  1.278  -0.23
C  -0.271  -5.711  0.483  -0.07
H  3.134  -7.411  2.178  0.08
H  2.196  -8.909  2.273  0.07
H  1.943  -7.804  0.929  0.06
H  1.280  -7.342  3.884  0.12
H  0.108  -7.601  2.602  0.10
H  0.524  -3.921  3.506  0.10
H  0.738  -5.238  4.628  0.11
H  -1.673  -4.755  2.815  0.04
H  -1.608  -4.733  4.571  0.08
H  -1.464  -6.263  3.710  0.07
H  1.851  -5.544  0.726  0.10
H  0.979  -4.151  1.300  0.10
H  -0.415  -6.790  0.559  0.07
H  -0.131  -5.475  -0.574  0.07
H  -1.191  -5.226  0.804  0.05
C  -0.883  5.990  -2.176  -0.09
C  -1.027  5.117  -0.938  -0.28
N  -0.238  3.903  -1.007  -0.19
C  -0.604  2.907  -0.017  -0.25
C  -0.399  3.248  1.464  -0.07
C  1.186  4.088  -1.228  -0.24
C  1.963  4.956  -0.230  -0.08
H  -1.071  5.407  -3.080  0.07
H  -1.603  6.808  -2.138  0.07
H  0.110  6.434  -2.255  0.07
H  -2.074  4.815  -0.850  0.10
H  -0.808  5.726  -0.046  0.10
H  -0.055  1.990  -0.242  0.09
H  -1.662  2.670  -0.170  0.11
H  0.655  3.251  1.741  0.05
H  -0.891  2.493  2.083  0.07
H  -0.827  4.216  1.726  0.07
H  1.322  4.512  -2.226  0.10
H  1.637  3.093  -1.271  0.10
H  1.460  5.905  -0.041  0.07
H  2.950  5.186  -0.637  0.07
H  2.113  4.457  0.726  0.05
C  -5.927  6.641  -3.797  -0.09
C  -4.803  5.624  -3.921  -0.27
N  -5.181  4.302  -3.456  -0.20
C  -4.051  3.413  -3.258  -0.24
C  -3.216  3.013  -4.481  -0.08
C  -6.352  3.724  -4.093  -0.25
C  -6.344  3.585  -5.620  -0.08
H  -6.330  6.647  -2.783  0.08
H  -5.550  7.639  -4.023  0.07
H  -6.745  6.437  -4.490  0.06
H  -3.963  5.952  -3.301  0.11
H  -4.436  5.625  -4.960  0.10
H  -4.413  2.508  -2.762  0.11
H  -3.384  3.899  -2.539  0.09
H  -3.744  2.312  -5.127  0.05
H  -2.298  2.525  -4.149  0.07
H  -2.929  3.880  -5.077  0.07
H  -7.220  4.325  -3.811  0.10
H  -6.519  2.744  -3.640  0.11
H  -6.033  4.509  -6.109  0.06
H  -7.351  3.354  -5.971  0.07
H  -5.688  2.785  -5.962  0.05

- lowest unoccupied orbital energy (Ha) = -0.0433
- energy (eV) = -52054.5487
- E_HOMO (eV) = -8.04
- HOMO-LUMO gap (eV) = 6.87
- 2S+1 = 1
- SMILES = CCOCCOCCOCc1cccc2c1C(=O)C=CC2=O.CCN(CC)CC.CCN(CC)CC.CCN(CC)CC

=====

Among the records above, which one has the highest HOMO-LUMO gap? C35H63O17P

=====

The highest energy belongs to which entry? C35H65N3O5

=====

Look up the HOMO-LUMO gap of the first one. 8.22 eV